(1)
Density functional theory data (ωB97M-V/def2-TZVPD) for C39H34GeN3O3P2ReSSe2 as an isolated structure.

Properties
Relative energy (zero: lowest compared OMol25 entry of this formula, charge and spin) (kJ/mol): 0.0
HOMO (spin up / spin down) (eV): -16.28 / -16.28
DFT total energy (Eh): -9934.5332
Net charge: +3
E_LUMO (spin up / spin down) (eV): -10.1 / -10.5
Frontier orbital gap (spin up / spin down) (Ha): 0.228 / 0.213
Spin multiplicity: 2

Geometry (Å):
Re1 -2.335 1.874 -0.674
Se1 2.100 -3.244 -0.336
P1 0.203 -3.240 0.750
C1 0.680 -3.457 2.445
C2 1.120 -4.734 2.815
C3 1.529 -4.956 4.119
C4 1.495 -3.917 5.040
C5 1.056 -2.651 4.668
C6 0.651 -2.409 3.368
C7 -0.930 -4.484 0.199
C8 -0.821 -5.014 -1.090
C9 -1.743 -5.957 -1.508
C10 -2.756 -6.364 -0.647
C11 -2.860 -5.834 0.633
C12 -1.948 -4.887 1.067
C13 -0.642 -1.646 0.592
C14 -0.462 -0.484 -0.095
N1 -1.626 0.250 0.099
N2 -2.468 -0.504 0.888
N3 -1.895 -1.584 1.195
P2 0.804 0.145 -1.192
Se2 -0.167 2.000 -2.048
C15 2.312 0.574 -0.374
C16 2.589 0.159 0.927
C17 3.806 0.496 1.494
C18 4.732 1.236 0.771
C19 4.448 1.661 -0.521
C20 3.234 1.336 -1.101
C21 0.979 -0.994 -2.553
C22 2.242 -1.321 -3.059
C23 2.331 -2.148 -4.167
C24 1.175 -2.635 -4.766
C25 -0.078 -2.304 -4.262
C26 -0.187 -1.479 -3.156
H1 1.125 -5.547 2.098
H2 1.865 -5.939 4.418
H3 1.806 -4.097 6.060
H4 1.016 -1.859 5.404
H5 0.286 -1.430 3.087
H6 -0.014 -4.713 -1.746
H7 -1.662 -6.391 -2.494
H8 -3.463 -7.115 -0.973
H9 -3.647 -6.165 1.296
H10 -2.025 -4.473 2.064
H11 1.870 -0.417 1.493
H12 4.035 0.177 2.503
H13 5.686 1.485 1.218
H14 5.173 2.241 -1.076
H15 3.009 1.676 -2.107
H16 3.142 -0.945 -2.589
H17 3.301 -2.408 -4.567
H18 1.252 -3.273 -5.636
H19 -0.973 -2.684 -4.736
H20 -1.169 -1.212 -2.779
C27 -5.711 1.316 -3.090
S1 -4.299 1.282 -2.087
O1 -4.586 1.321 -0.637
O2 -3.416 2.549 -2.279
O3 -3.352 0.204 -2.369
H21 -6.360 2.110 -2.724
H22 -6.186 0.339 -2.998
H23 -5.380 1.499 -4.112
Ge1 -0.455 3.399 0.018
C28 0.567 2.916 1.548
C29 0.016 2.056 2.505
C30 0.685 1.852 3.703
C31 1.899 2.485 3.935
C32 2.446 3.334 2.983
C33 1.778 3.569 1.792
C34 -0.664 5.160 -0.666
C35 -1.916 5.770 -0.552
C36 -2.086 7.066 -1.017
C37 -1.020 7.738 -1.597
C38 0.223 7.129 -1.715
C39 0.411 5.837 -1.251
H24 -2.514 2.813 0.682
H25 -0.955 1.597 2.348
H26 0.243 1.229 4.471
H27 2.412 2.337 4.876
H28 3.381 3.841 3.184
H29 2.188 4.272 1.077
H30 -2.755 5.260 -0.089
H31 -3.048 7.550 -0.923
H32 -1.158 8.746 -1.963
H33 1.047 7.663 -2.166
H34 1.384 5.370 -1.349

These are the Löwdin partial charges, in e, on atoms 1 to 4:
1. Re 1.092
2. Se 0.742
3. P 0.698
4. C -0.384


(2)
Density functional theory data (ωB97M-V/def2-TZVPD) for C39H34HgN5O2 as an isolated structure.

Properties
HOMO (spin up / spin down) (eV): -6.46 / -8.37
DFT total energy (Eh): -2084.3062
Net charge: 0
E_LUMO (spin up / spin down) (eV): -0.1 / -0.6
Frontier orbital gap (spin up / spin down) (Ha): 0.234 / 0.285
Spin multiplicity: 2

Geometry (Å):
Hg1 0.454 -1.239 0.277
C1 3.299 1.310 -1.135
C2 2.677 0.211 -1.959
C3 1.467 0.394 -2.616
C4 0.898 -0.623 -3.380
C5 -0.407 -0.406 -4.100
C6 1.577 -1.833 -3.487
C7 2.800 -2.038 -2.856
C8 3.555 -3.331 -3.033
C9 3.330 -1.012 -2.086
H1 4.069 1.833 -1.707
H2 3.765 0.907 -0.235
H3 2.557 2.043 -0.821
H4 0.943 1.339 -2.534
H5 -1.007 -1.317 -4.107
H6 -0.222 -0.126 -5.141
H7 -0.991 0.380 -3.625
H8 1.147 -2.632 -4.085
H9 4.168 -3.299 -3.937
H10 2.870 -4.173 -3.130
H11 4.217 -3.520 -2.188
H12 4.279 -1.160 -1.579
C10 -1.290 0.728 4.417
C11 -0.268 0.271 5.228
C12 0.388 -0.899 4.884
C13 -0.001 -1.569 3.733
N1 -0.961 -1.110 2.928
C14 -1.589 0.008 3.270
C15 0.608 -2.876 3.344
C16 1.165 -3.735 4.286
C17 1.648 -4.959 3.860
C18 1.547 -5.306 2.524
C19 0.975 -4.395 1.643
N2 0.538 -3.212 2.060
C20 0.751 -4.713 0.196
C21 1.333 -5.822 -0.412
C22 1.023 -6.103 -1.732
C23 0.158 -5.264 -2.414
C24 -0.338 -4.157 -1.743
N3 -0.056 -3.888 -0.473
H13 -1.831 1.634 4.653
H14 0.023 0.819 6.115
H15 1.198 -1.269 5.497
H16 -2.362 0.349 2.589
H17 1.182 -3.472 5.334
H18 2.076 -5.653 4.572
H19 1.887 -6.275 2.190
H20 2.016 -6.459 0.130
H21 1.462 -6.961 -2.224
H22 -0.112 -5.449 -3.444
H23 -0.991 -3.450 -2.242
O1 1.112 1.250 1.870
C25 0.191 1.637 1.167
N4 -0.421 2.867 1.264
C26 -1.387 3.078 0.205
C27 -1.305 1.663 -0.501
O2 -1.969 1.373 -1.473
N5 -0.404 0.905 0.161
C28 -0.913 4.168 -0.755
C29 -1.567 5.385 -0.894
C30 -1.070 6.360 -1.754
C31 0.084 6.129 -2.484
C32 0.756 4.921 -2.334
C33 0.262 3.958 -1.473
C34 -2.812 3.249 0.707
C35 -3.103 3.222 2.066
C36 -4.417 3.300 2.513
C37 -5.457 3.400 1.603
C38 -5.174 3.421 0.243
C39 -3.865 3.346 -0.203
H24 0.002 3.620 1.778
H25 -2.467 5.581 -0.328
H26 -1.590 7.305 -1.848
H27 0.461 6.882 -3.163
H28 1.665 4.728 -2.891
H29 0.798 3.026 -1.343
H30 -2.291 3.144 2.776
H31 -4.627 3.280 3.576
H32 -6.481 3.456 1.949
H33 -5.980 3.492 -0.477
H34 -3.652 3.331 -1.263

These are the Löwdin partial charges, in e, on atoms 1 to 4:
1. Hg 1.062
2. C -0.040
3. C -0.296
4. C -0.043


(3)
Density functional theory data (ωB97M-V/def2-TZVPD) for C39H34IN5PPt as an isolated structure in a non-equilibrium geometry.

Properties
Relative energy (zero: lowest compared OMol25 entry of this formula, charge and spin) (kJ/mol): 0.0
HOMO (eV): -16.15
DFT total energy (Eh): -2537.8878
Net charge: +3
E_LUMO (eV): -9.6
Frontier orbital gap (Ha): 0.242

Geometry (Å):
Pt1 0.186 0.037 -0.975
C1 3.014 0.117 0.104
N1 2.302 0.584 -1.116
C2 2.967 -0.038 -2.305
C3 1.959 -0.603 -3.233
N2 0.746 -0.895 -2.811
C4 0.052 -1.391 -3.940
C5 -1.255 -1.843 -4.133
C6 -1.603 -2.282 -5.393
C7 -0.686 -2.287 -6.456
C8 0.609 -1.847 -6.286
C9 0.945 -1.400 -5.014
N3 2.140 -0.887 -4.522
C10 2.482 -1.237 0.421
N4 1.225 -1.558 0.165
C11 1.094 -2.910 0.544
C12 0.050 -3.828 0.433
C13 0.258 -5.101 0.917
C14 1.478 -5.485 1.499
C15 2.532 -4.605 1.590
C16 2.312 -3.326 1.090
N5 3.166 -2.237 0.985
H1 2.805 0.795 0.919
H2 4.096 0.110 -0.046
H3 2.341 1.600 -1.174
H4 3.597 -0.853 -1.943
H5 3.624 0.679 -2.800
H6 -1.985 -1.879 -3.343
H7 -2.608 -2.640 -5.569
H8 -1.003 -2.646 -7.424
H9 1.320 -1.850 -7.100
H10 2.992 -0.752 -5.046
H11 -0.883 -3.578 -0.040
H12 -0.533 -5.834 0.835
H13 1.595 -6.496 1.863
H14 3.484 -4.900 2.010
H15 4.136 -2.210 1.261
I1 -2.142 -0.893 -0.761
C17 -2.552 -1.290 1.242
C18 -3.291 -2.435 1.383
C19 -3.848 -2.738 2.638
C20 -3.658 -1.874 3.675
C21 -2.898 -0.689 3.526
C22 -2.808 0.216 4.608
C23 -2.152 1.402 4.475
C24 -1.499 1.695 3.270
C25 -1.507 0.824 2.194
P1 -0.472 1.476 0.856
C26 1.048 2.076 1.634
C27 1.474 1.610 2.875
C28 2.646 2.106 3.436
C29 3.382 3.077 2.773
C30 2.961 3.549 1.533
C31 1.803 3.046 0.961
C32 -1.392 2.935 0.295
C33 -1.044 4.225 0.699
C34 -1.873 5.295 0.382
C35 -3.040 5.091 -0.333
C36 -3.400 3.807 -0.724
C37 -2.587 2.736 -0.407
C38 -2.271 -0.374 2.284
H16 -3.480 -3.095 0.547
H17 -4.439 -3.635 2.756
H18 -4.112 -2.073 4.637
H19 -3.304 -0.038 5.536
H20 -2.118 2.113 5.288
H21 -0.968 2.636 3.200
H22 0.903 0.862 3.410
H23 2.970 1.745 4.402
H24 4.279 3.478 3.225
H25 3.525 4.320 1.025
H26 1.467 3.438 0.007
H27 -0.161 4.415 1.287
H28 -1.601 6.289 0.708
H29 -3.678 5.929 -0.576
H30 -4.321 3.643 -1.266
H31 -2.898 1.744 -0.703
C39 -0.406 1.516 -2.299
H32 -1.355 1.273 -2.774
H33 0.356 1.555 -3.075
H34 -0.491 2.482 -1.816

These are the Löwdin partial charges, in e, on atoms 1 to 4:
1. Pt 0.921
2. C -0.088
3. N -0.102
4. C -0.049


(4)
Density functional theory data (ωB97M-V/def2-TZVPD) for C39H34N5RuSi as an isolated structure in a non-equilibrium geometry.

Properties
Relative energy (zero: lowest compared OMol25 entry of this formula, charge and spin) (kJ/mol): 116.2
HOMO (spin up / spin down) (eV): -12.68 / -13.68
DFT total energy (Eh): -2164.1878
Net charge: +2
E_LUMO (spin up / spin down) (eV): -5.8 / -7.5
Frontier orbital gap (spin up / spin down) (Ha): 0.251 / 0.226
Spin multiplicity: 6

Geometry (Å):
Ru1 0.295 -0.543 -0.256
C1 3.209 -0.631 -2.479
C2 3.030 0.403 -1.359
C3 4.352 1.020 -1.027
C4 4.907 0.924 0.212
C5 4.230 0.255 1.241
C6 2.959 -0.319 0.961
N1 2.406 -0.265 -0.214
C7 2.140 -1.034 1.983
C8 2.562 -1.387 3.247
C9 1.714 -2.162 4.030
C10 0.537 -2.648 3.493
C11 0.180 -2.269 2.209
N2 0.928 -1.401 1.535
C12 -0.879 -2.922 1.383
C13 -1.877 -3.708 1.911
C14 -2.624 -4.486 1.029
C15 -2.309 -4.474 -0.314
C16 -1.306 -3.624 -0.784
C17 -0.888 -3.640 -2.225
N3 -0.649 -2.821 0.056
H1 3.528 -0.140 -3.399
H2 2.271 -1.155 -2.669
H3 3.963 -1.365 -2.198
H4 4.898 1.498 -1.831
H5 5.876 1.361 0.410
H6 4.649 0.199 2.235
H7 3.533 -1.088 3.614
H8 2.007 -2.437 5.035
H9 -0.076 -3.341 4.052
H10 -2.062 -3.739 2.976
H11 -3.416 -5.123 1.400
H12 -2.825 -5.123 -1.008
H13 -1.736 -3.819 -2.886
H14 -0.171 -4.449 -2.381
H15 -0.407 -2.707 -2.506
C18 -3.914 -0.685 -2.498
C19 -3.700 0.164 -3.567
C20 -2.444 0.727 -3.736
C21 -1.444 0.407 -2.836
N4 -1.639 -0.434 -1.816
C22 -2.856 -0.950 -1.642
C23 -0.092 1.037 -2.896
C24 0.318 1.803 -4.027
C25 1.568 2.436 -4.020
C26 2.378 2.308 -2.939
C27 1.983 1.492 -1.762
N5 0.663 0.857 -1.859
H16 -4.882 -1.131 -2.316
H17 -4.502 0.403 -4.253
H18 -2.270 1.429 -4.537
H19 -2.991 -1.585 -0.777
H20 -0.328 1.887 -4.885
H21 1.871 3.037 -4.867
H22 3.320 2.839 -2.889
H23 1.928 2.168 -0.893
C28 -0.557 0.567 5.606
C29 0.368 1.198 4.781
C30 0.149 1.252 3.412
C31 -0.994 0.684 2.838
C32 -1.909 0.051 3.687
C33 -1.695 -0.007 5.059
Si1 -1.385 0.718 1.038
C34 -1.305 2.354 0.186
C35 -2.300 2.673 -0.745
C36 -2.242 3.848 -1.485
C37 -1.185 4.730 -1.305
C38 -0.195 4.443 -0.373
C39 -0.257 3.268 0.364
H24 -0.395 0.538 6.676
H25 1.249 1.659 5.209
H26 0.888 1.749 2.792
H27 -2.816 -0.383 3.278
H28 -2.423 -0.484 5.703
H29 -2.730 0.137 0.884
H30 -3.140 2.001 -0.891
H31 -3.029 4.086 -2.189
H32 -1.147 5.652 -1.870
H33 0.613 5.146 -0.210
H34 0.521 3.076 1.094

These are the Löwdin partial charges, in e, on atoms 1 to 4:
1. Ru 1.205
2. C 0.018
3. C -0.448
4. C 0.027


(5)
Density functional theory data (ωB97M-V/def2-TZVPD) for C39H34N9NbO4S2 as an isolated structure in a non-equilibrium geometry.

Properties
HOMO (spin up / spin down) (eV): -17.43 / -17.35
DFT total energy (Eh): -3152.2716
Net charge: +4
E_LUMO (spin up / spin down) (eV): -14.0 / -14.1
Frontier orbital gap (spin up / spin down) (Ha): 0.125 / 0.120

Geometry (Å):
Nb1 -0.126 -0.436 0.448
C1 1.984 -4.474 1.485
O1 1.471 -3.696 2.639
C2 1.154 -2.447 2.095
N1 1.354 -2.287 0.817
C3 2.007 -3.516 0.260
C4 3.389 -3.264 -0.292
C5 4.462 -2.748 0.465
C6 5.646 -2.352 -0.159
C7 5.847 -2.667 -1.494
C8 4.889 -3.373 -2.227
C9 3.708 -3.704 -1.586
C10 0.610 -1.525 2.996
C11 0.440 -1.761 4.366
C12 -0.163 -0.802 5.170
C13 -0.549 0.441 4.632
C14 -0.384 0.672 3.280
N2 0.245 -0.297 2.456
C15 -0.637 1.864 2.601
N3 -0.371 2.114 1.333
C16 -0.677 3.498 1.046
C17 -0.892 4.115 2.488
O2 -1.036 2.937 3.369
C18 0.345 4.250 0.268
C19 1.402 3.642 -0.396
C20 2.470 4.380 -0.907
C21 2.415 5.754 -0.827
C22 1.314 6.409 -0.269
C23 0.307 5.655 0.298
H1 1.219 -5.268 1.311
H2 2.947 -4.931 1.797
H3 1.348 -3.876 -0.579
H4 4.344 -2.563 1.527
H5 6.434 -1.797 0.349
H6 6.755 -2.296 -1.995
H7 5.034 -3.613 -3.285
H8 2.956 -4.306 -2.141
H9 0.848 -2.653 4.783
H10 -0.314 -1.037 6.213
H11 -1.048 1.194 5.239
H12 -1.631 3.568 0.472
H13 -1.770 4.736 2.633
H14 -0.007 4.631 2.905
H15 1.410 2.548 -0.465
H16 3.317 3.854 -1.313
H17 3.178 6.377 -1.263
H18 1.221 7.464 -0.358
H19 -0.528 6.194 0.821
N4 0.187 -2.589 -3.587
C24 -1.027 -3.273 -3.414
C25 -1.551 -2.895 -2.210
N5 -0.639 -2.005 -1.586
C26 0.378 -1.858 -2.486
C27 1.351 -0.843 -2.214
N6 1.485 -0.364 -0.928
C28 2.477 0.637 -1.016
C29 2.928 0.743 -2.294
N7 2.186 -0.197 -3.034
H20 0.771 -2.673 -4.413
H21 -1.442 -3.952 -4.154
H22 -2.525 -3.132 -1.751
H23 2.773 1.167 -0.124
H24 3.727 1.353 -2.715
H25 2.366 -0.380 -4.011
O3 -1.117 2.652 -2.555
C30 -2.404 2.841 -2.284
C31 -3.133 3.834 -2.954
C32 -4.512 3.933 -2.786
C33 -5.216 3.063 -1.946
C34 -4.514 2.136 -1.206
C35 -3.128 2.005 -1.405
C36 -2.431 0.941 -0.782
O4 -1.132 0.756 -1.019
N8 -3.016 0.126 0.015
N9 -2.247 -0.827 0.648
C37 -3.003 -1.828 1.120
S1 -2.249 -3.182 1.782
C38 -3.720 -4.254 2.061
C39 -5.008 -3.442 1.931
S2 -4.700 -2.028 0.815
H26 -0.898 1.813 -1.958
H27 -2.605 4.549 -3.629
H28 -5.009 4.708 -3.337
H29 -6.297 3.139 -1.890
H30 -4.985 1.500 -0.467
H31 -3.567 -4.679 3.074
H32 -3.721 -5.075 1.337
H33 -5.358 -2.986 2.872
H34 -5.815 -4.039 1.493

These are the Löwdin partial charges, in e, on atoms 1 to 4:
1. Nb 2.058
2. C -0.003
3. O 0.030
4. C -0.330